1.
{
  "formula": "C26H23NO7PPd",
  "method": "ωB97M-V/def2-TZVPD",
  "elements": ["Pd", "O", "C", "O", "C", "C", "C", "C", "C", "O", "C", "C", "O", "O", "H", "H", "H", "H", "H", "H", "H", "H", "C", "C", "C", "C", "C", "C", "P", "C", "C", "C", "C", "C", "C", "C", "C", "C", "C", "C", "C", "H", "H", "H", "H", "H", "H", "H", "H", "H", "H", "H", "H", "H", "H", "H", "O", "N", "O"],
  "coordinates": [[-1.1587, -0.1164, -0.6491], [-4.7431, 2.3033, -0.7652], [-3.8554, 1.5382, -0.3825], [-2.8128, 1.2209, -1.0542], [-4.0679, 0.8848, 0.9822], [-4.3929, -0.6026, 0.7936], [-4.9371, -1.2152, 2.0952], [-3.6319, -1.4270, 2.9171], [-2.6164, -0.7577, 1.9909], [-3.0795, -1.1834, 0.7065], [-2.8670, 0.7602, 1.9760], [-1.6468, 1.5976, 1.6890], [-1.4339, 2.6051, 2.3370], [-0.7868, 1.1806, 0.7727], [-4.9006, 1.4274, 1.4212], [-4.9623, -0.8282, -0.1029], [-5.4483, -2.1579, 1.9033], [-5.6376, -0.5373, 2.5847], [-3.3994, -2.4858, 3.0239], [-3.6626, -0.9703, 3.9075], [-1.5802, -1.0561, 2.1186], [-3.2055, 1.0758, 2.9615], [3.1982, -3.6221, -2.6073], [3.2904, -3.4396, -1.2359], [2.6987, -2.3345, -0.6350], [2.0121, -1.4015, -1.4029], [1.9269, -1.5890, -2.7829], [2.5174, -2.6917, -3.3813], [1.0627, -0.0104, -0.6915], [1.5381, 1.3866, -1.7382], [2.8552, 1.5603, -2.1654], [3.1979, 2.6619, -2.9315], [2.2262, 3.5984, -3.2727], [0.9157, 3.4293, -2.8525], [0.5648, 2.3228, -2.0851], [1.8082, 0.2688, 0.9374], [2.5733, 1.3839, 1.2389], [3.0565, 1.5703, 2.5312], [2.7693, 0.6487, 3.5243], [1.9854, -0.4641, 3.2315], [1.5001, -0.6462, 1.9465], [3.6497, -4.4903, -3.0723], [3.8203, -4.1601, -0.6250], [2.7823, -2.2051, 0.4361], [1.3718, -0.8846, -3.3905], [2.4356, -2.8278, -4.4522], [3.6085, 0.8252, -1.9040], [4.2206, 2.7911, -3.2638], [2.4965, 4.4612, -3.8696], [0.1577, 4.1561, -3.1155], [-0.4591, 2.1896, -1.7526], [2.7779, 2.1270, 0.4781], [3.6436, 2.4511, 2.7601], [3.1357, 0.8048, 4.5321], [1.7340, -1.1751, 4.0096], [0.8500, -1.4874, 1.7252], [-0.7611, -2.6606, -0.8964], [-1.0270, -2.5175, -2.0703], [-1.3077, -1.2854, -2.3835]],
  "forces_ev_per_angstrom": [[0.120, 0.873, -0.763], [0.074, -0.044, 0.021], [0.257, 0.189, -0.431], [-0.488, -0.231, -0.084], [-0.036, -0.186, 0.211], [0.182, -0.044, 0.019], [0.049, 0.021, 0.129], [-0.155, 0.115, -0.041], [-0.162, -0.069, -0.051], [-0.111, -0.302, -0.160], [-0.308, -0.052, 0.117], [0.885, 0.016, -0.783], [-0.034, 0.066, 0.102], [-0.537, 0.631, 1.216], [-0.018, -0.047, 0.174], [0.036, -0.042, -0.063], [0.011, -0.010, -0.001], [-0.009, -0.028, 0.005], [-0.004, -0.017, 0.002], [-0.016, -0.017, -0.022], [0.067, -0.017, 0.022], [0.039, 0.107, 0.025], [-0.002, 0.002, 0.003], [-0.036, 0.076, 0.023], [0.122, -0.053, -0.005], [-0.063, 0.144, -0.129], [0.022, -0.099, -0.051], [-0.009, 0.068, 0.054], [0.061, -0.761, -0.190], [0.007, 0.234, 0.070], [-0.023, 0.014, -0.028], [-0.035, 0.032, -0.017], [0.024, -0.029, 0.012], [0.019, -0.073, 0.043], [0.114, 0.066, -0.021], [-0.078, -0.033, 0.080], [0.133, 0.045, 0.097], [-0.026, -0.021, -0.080], [-0.032, -0.051, -0.006], [0.020, 0.067, -0.076], [0.007, 0.020, 0.082], [0.001, 0.019, 0.007], [-0.006, 0.004, -0.004], [-0.005, -0.010, -0.034], [-0.003, 0.003, 0.017], [-0.014, -0.007, 0.010], [-0.012, 0.015, 0.000], [-0.007, 0.006, -0.002], [-0.005, -0.010, -0.001], [0.008, -0.019, -0.003], [-0.008, 0.002, 0.009], [-0.012, -0.031, 0.022], [-0.016, -0.010, 0.000], [-0.011, -0.009, -0.027], [0.011, 0.016, -0.022], [0.023, 0.022, -0.020], [0.021, -0.924, 0.024], [-0.186, 0.791, -0.116], [0.155, -0.419, 0.637]],
  "lowdin_charge": [0.88, 0.00, -0.63, -0.11, -0.11, -0.24, -0.09, -0.10, -0.27, -0.11, -0.11, -0.55, 0.06, -0.23, 0.14, 0.16, 0.11, 0.11, 0.11, 0.11, 0.14, 0.15, -0.09, -0.09, -0.08, -0.34, -0.11, -0.08, 1.03, -0.34, -0.10, -0.09, -0.09, -0.07, -0.06, -0.34, -0.06, -0.08, -0.09, -0.08, -0.11, 0.10, 0.10, 0.09, 0.11, 0.10, 0.11, 0.10, 0.10, 0.11, 0.09, 0.10, 0.10, 0.10, 0.10, 0.11, -0.16, -0.22, -0.28],
  "total_charge": -1,
  "orbital_gap_ha": [0.287, 0.288],
  "lumo_energy_ha": [0.0970, 0.0970],
  "homo_energy_ev": [-5.18, -5.18]
}

2.
{
  "formula": "C26H24AlBN8S",
  "method": "ωB97M-V/def2-TZVPD",
  "elements": ["Al", "C", "C", "N", "N", "C", "B", "N", "C", "C", "C", "N", "N", "C", "C", "C", "N", "H", "H", "H", "H", "H", "H", "H", "H", "H", "H", "S", "C", "N", "C", "C", "C", "C", "C", "C", "C", "C", "C", "C", "H", "H", "H", "H", "H", "H", "H", "N", "C", "C", "C", "C", "C", "C", "H", "H", "H", "H", "H", "H", "H"],
  "coordinates": [[-0.0781, -0.0863, 0.1671], [2.2831, 0.5272, -3.3135], [1.2353, -0.1156, -2.6678], [1.0935, 0.3460, -1.4232], [2.0437, 1.3062, -1.2576], [2.7602, 1.4243, -2.3774], [2.0044, 2.3071, -0.0563], [2.1908, 1.5417, 1.2612], [3.1093, 1.6772, 2.2278], [2.6999, 0.9441, 3.3221], [1.4846, 0.3791, 2.9302], [1.1743, 0.7581, 1.6955], [0.5805, 2.8889, -0.0534], [0.1266, 4.1488, -0.0930], [-1.2521, 4.1136, -0.0681], [-1.5658, 2.7523, -0.0148], [-0.4547, 2.0233, -0.0051], [2.6335, 0.3717, -4.3179], [0.5816, -0.8705, -3.0604], [3.5549, 2.1485, -2.4376], [2.8420, 3.1520, -0.1996], [3.9941, 2.2700, 2.0673], [3.2053, 0.8312, 4.2645], [0.8345, -0.2894, 3.4713], [0.8110, 4.9796, -0.1333], [-1.9318, 4.9465, -0.0883], [-2.5277, 2.2693, 0.0175], [-4.6027, -0.9105, 0.3685], [-3.0597, -0.5145, 0.2057], [-1.9366, -0.1877, 0.0678], [4.1886, -3.7389, 1.1181], [3.9707, -2.6133, 0.2939], [2.7557, -1.9881, 0.2960], [1.6773, -2.4371, 1.1092], [0.3943, -1.7943, 1.0886], [-0.5786, -2.3288, 1.9029], [-0.3456, -3.4393, 2.7521], [0.8747, -4.0400, 2.7777], [1.9161, -3.5603, 1.9428], [3.1848, -4.1936, 1.9220], [5.1501, -4.2364, 1.1098], [4.7702, -2.2474, -0.3383], [2.6021, -1.1264, -0.3391], [-1.5777, -1.9070, 1.9059], [-1.1501, -3.8143, 3.3734], [1.0645, -4.8909, 3.4222], [3.3434, -5.0562, 2.5598], [-0.6209, -2.4042, -1.7111], [-1.2291, -3.5639, -1.1758], [-0.4408, -4.5733, -0.6330], [-1.0369, -5.6712, -0.0360], [-2.4207, -5.7751, 0.0311], [-3.2027, -4.7673, -0.5145], [-2.6125, -3.6682, -1.1217], [0.2911, -2.6034, -2.0957], [-1.2174, -1.9353, -2.3798], [0.6394, -4.4860, -0.6599], [-0.4112, -6.4442, 0.3922], [-2.8833, -6.6292, 0.5077], [-4.2824, -4.8273, -0.4661], [-3.2314, -2.8757, -1.5261]],
  "forces_ev_per_angstrom": [[0.193, 0.490, 0.576], [-0.014, 0.009, -0.004], [0.012, -0.051, -0.010], [0.106, 0.025, 0.114], [-0.130, 0.060, 0.029], [0.022, -0.010, 0.010], [0.007, -0.050, -0.007], [-0.250, 0.298, 0.077], [0.047, -0.074, -0.031], [-0.053, -0.017, 0.014], [-0.028, -0.040, 0.070], [0.313, -0.115, -0.415], [0.106, -0.088, -0.027], [0.012, 0.028, 0.016], [-0.027, -0.050, -0.009], [-0.032, 0.013, 0.010], [-0.056, 0.011, -0.029], [-0.006, -0.012, 0.005], [0.001, -0.006, 0.019], [-0.012, 0.011, 0.016], [-0.016, -0.061, -0.023], [-0.028, 0.044, -0.010], [-0.004, -0.010, -0.005], [0.018, -0.027, -0.036], [0.021, -0.017, -0.008], [-0.002, -0.005, 0.003], [0.006, 0.004, 0.005], [0.149, 0.060, 0.020], [-0.217, 0.069, -0.082], [0.070, -0.268, -0.050], [0.031, 0.044, -0.055], [0.004, -0.057, 0.049], [-0.097, -0.001, 0.069], [0.060, 0.022, -0.017], [-0.202, -0.099, -0.171], [0.039, -0.095, 0.008], [-0.042, 0.046, -0.015], [0.027, 0.012, -0.003], [0.013, -0.024, -0.017], [-0.046, 0.001, 0.021], [0.002, 0.004, 0.002], [-0.003, 0.006, -0.005], [0.032, 0.000, -0.006], [-0.003, 0.001, 0.018], [-0.009, 0.013, -0.006], [0.011, -0.008, -0.018], [-0.010, 0.005, 0.005], [-0.097, -0.096, -0.068], [0.057, 0.124, 0.054], [0.004, -0.059, -0.030], [-0.012, 0.009, -0.006], [0.021, 0.016, 0.003], [0.028, 0.026, -0.019], [-0.050, -0.010, 0.067], [-0.003, -0.039, -0.031], [0.034, -0.066, -0.077], [0.004, 0.010, 0.011], [-0.003, -0.005, 0.001], [0.002, -0.002, -0.005], [0.000, 0.004, 0.004], [-0.002, -0.006, 0.004]],
  "lowdin_charge": [0.29, -0.03, -0.10, 0.03, 0.01, -0.05, -0.49, 0.00, -0.06, -0.03, -0.09, 0.04, -0.01, -0.06, -0.04, -0.09, 0.02, 0.10, 0.10, 0.13, 0.12, 0.12, 0.10, 0.12, 0.12, 0.10, 0.11, 0.60, -0.89, 0.08, -0.09, -0.08, -0.04, -0.19, -0.17, -0.11, -0.07, -0.05, -0.18, -0.04, 0.10, 0.10, 0.08, 0.08, 0.11, 0.11, 0.11, 0.08, -0.31, -0.05, -0.09, -0.10, -0.08, -0.06, 0.08, 0.09, 0.11, 0.10, 0.10, 0.10, 0.09],
  "orbital_gap_ha": 0.304,
  "lumo_energy_ha": 0.0178,
  "homo_energy_ev": -7.77
}

These records have E values of -2055.29361 -2108.94271 Eh, in the order they appear.
These records have ΔE to the lowest compared entry with this formula, charge and spin values of 16.46 7.30 kcal/mol, in the order they appear.